Record 1
Formula: C3H13N3O
Source: the OMol25 dataset
Level of theory: ωB97M-V/def2-TZVPD

Bonds (Å) are listed after each position.
Positions of all 20 atoms, in Å:
1 C -1.38 -1.12 -0.67  C2 1.524, H5 1.089, H6 1.088, H7 1.091
2 C -0.22 -1.52 0.24  C1 1.524, N3 1.449, O4 1.425, H8 1.100
3 N -0.09 -2.94 0.49  C2 1.449, H9 1.012, H10 1.016
4 O 0.98 -1.06 -0.37  C2 1.425, H11 0.965
5 H -2.32 -1.43 -0.23  C1 1.089
6 H -1.39 -0.04 -0.82  C1 1.088
7 H -1.26 -1.61 -1.64  C1 1.091
8 H -0.34 -1.04 1.22  C2 1.100
9 H -0.76 -3.27 1.16  N3 1.012
10 H -0.20 -3.48 -0.37  N3 1.016
11 H 1.70 -1.56 0.02  O4 0.965
12 N 1.03 1.94 -0.79  C13 1.524, H15 1.023, H16 1.018
13 C 0.84 2.37 0.66  N12 1.524, N14 1.436, H17 1.098, H18 1.099
14 N -0.59 2.53 0.63  C13 1.436, H19 1.258, H20 1.015
15 H 1.06 0.92 -0.85  N12 1.023
16 H 1.89 2.30 -1.21  N12 1.018
17 H 1.34 3.34 0.75  C13 1.098
18 H 1.20 1.62 1.38  C13 1.099
19 H -0.44 2.34 -0.60  N14 1.258
20 H -1.04 1.70 1.00  N14 1.015

Calculated values
LUMO energy: 0.765 eV
2S+1: 1
energy relative to the best compared isomer or geometry (same formula, charge and spin): 217.7 kJ/mol
structure (SMILES): C[C@@H](N)O.NCN
energy: -9838.047 eV

In elementary charge units, the Löwdin charges are:
1. C -0.04
2. C -0.53
3. N 0.05
4. O -0.07
5. H 0.08
6. H 0.06
7. H 0.08
8. H 0.14
9. H 0.08
10. H 0.08
11. H 0.10
12. N -0.03
13. C -0.36
14. N -0.09
15. H 0.04
16. H 0.07
17. H 0.09
18. H 0.10
19. H 0.15
20. H 0.01



Record 2
Formula: C3H13N3O2
Source: the OMol25 dataset
Level of theory: ωB97M-V/def2-TZVPD

Bonds (Å) are listed after each position.
Positions of all 21 atoms, in Å:
1 C -0.72 -1.12 -1.06  C2 1.576, H7 1.065, H8 1.081, H9 1.094
2 C -1.82 -0.47 -0.14  C1 1.576, N3 1.500, H10 1.102, H11 1.115
3 N -1.63 1.02 -0.21  C2 1.500, C4 1.431, H12 1.021
4 C -0.86 1.51 0.89  N3 1.431, N5 1.387, N6 1.263
5 N -1.61 1.38 2.06  C4 1.387, H13 0.991, H14 1.017
6 N 0.24 2.09 0.72  C4 1.263, H15 1.013
7 H 0.27 -0.93 -0.72  C1 1.065
8 H -0.86 -2.19 -1.15  C1 1.081
9 H -0.85 -0.74 -2.08  C1 1.094
10 H -1.41 -0.77 0.83  C2 1.102
11 H -2.79 -0.92 -0.47  C2 1.115
12 H -1.62 1.63 -1.03  N3 1.021
13 H -2.49 0.93 2.13  N5 0.991
14 H -1.08 1.13 2.89  N5 1.017
15 H 0.58 2.59 1.54  N6 1.013
16 H 3.04 -1.87 -1.12  O18 0.985
17 H 2.42 -2.78 -2.37  O18 0.970
18 O 2.65 -2.72 -1.43  H16 0.985, H17 0.970
19 H 3.57 1.01 0.44  O21 0.936
20 H 2.04 0.70 0.26  O21 0.933
21 O 2.92 0.51 -0.01  H19 0.936, H20 0.933

Calculated values
<S²>: 0.750
LUMO energy (spin up / spin down): 3.548 / 3.458 eV
2S+1: 2
energy relative to the best compared isomer or geometry (same formula, charge and spin): 57.4 kJ/mol
energy: -11885.370 eV
net charge: -1

In elementary charge units, the Löwdin charges are:
1. C -0.16
2. C -0.33
3. N -0.02
4. C -0.76
5. N 0.04
6. N 0.09
7. H 0.03
8. H 0.04
9. H 0.06
10. H 0.06
11. H 0.08
12. H 0.11
13. H -0.01
14. H -0.02
15. H 0.00
16. H 0.03
17. H 0.03
18. O -0.11
19. H 0.00
20. H -0.05
21. O -0.10



Record 3
Formula: C3H13N4
Source: the OMol25 dataset
Level of theory: ωB97M-V/def2-TZVPD

Bonds (Å) are listed after each position.
Positions of all 20 atoms, in Å:
1 C -0.76 -2.24 -0.99  C2 1.519, H8 1.084, H9 1.111, H10 1.184
2 C -0.03 -1.28 -0.07  C1 1.519, C3 1.429, H11 1.134, H12 1.160
3 C 0.20 0.01 -0.65  C2 1.429, N5 1.463, N6 1.322
4 N 0.53 1.43 2.70  H13 0.973, H14 1.010, H19 1.031
5 N 0.04 1.20 0.19  C3 1.463, H15 1.158, H16 1.018
6 N 0.27 0.22 -1.95  C3 1.322, N7 1.466, H17 1.094
7 N 0.38 1.61 -2.40  N6 1.466, H18 0.997, H20 1.141
8 H -0.08 -2.86 -1.57  C1 1.084
9 H -1.57 -2.84 -0.51  C1 1.111
10 H -1.36 -1.60 -1.79  C1 1.184
11 H 0.98 -1.65 0.27  C2 1.134
12 H -0.73 -1.23 0.86  C2 1.160
13 H 1.46 1.72 2.69  N4 0.973
14 H 0.22 0.53 3.02  N4 1.010
15 H 0.08 1.14 1.34  N5 1.158
16 H 0.36 2.09 -0.19  N5 1.018
17 H 0.28 -0.59 -2.68  N6 1.094
18 H 1.00 1.68 -3.19  N7 0.997
19 H -0.28 1.97 3.04  N4 1.031
20 H -0.66 2.06 -2.52  N7 1.141

Calculated values
LUMO energy: -2.788 eV
2S+1: 1
energy relative to the best compared isomer or geometry (same formula, charge and spin): 330.3 kJ/mol
energy: -9274.121 eV
net charge: +1

In elementary charge units, the Löwdin charges are:
1. C -0.10
2. C -0.20
3. C -0.31
4. N 0.07
5. N 0.11
6. N -0.01
7. N 0.04
8. H 0.07
9. H 0.09
10. H 0.11
11. H 0.16
12. H 0.16
13. H 0.06
14. H 0.07
15. H 0.03
16. H 0.08
17. H 0.21
18. H 0.08
19. H 0.10
20. H 0.19



Record 4
Formula: C3H13N4
Source: the OMol25 dataset
Level of theory: ωB97M-V/def2-TZVPD

Bonds (Å) are listed after each position.
Positions of all 20 atoms, in Å:
1 C -2.05 0.30 -1.41  C3 1.462, H8 1.020, H9 1.141, H10 1.053
2 C 0.60 -0.52 -1.29  N6 1.448, H11 1.087, H12 1.141, H13 1.018
3 C -1.45 -0.05 -0.12  C1 1.462, N4 1.370, N6 1.347
4 N -1.92 0.24 1.14  C3 1.370, H14 1.056, H15 1.012
5 N 2.24 0.86 1.14  H16 1.004, H17 1.090, H20 1.036
6 N -0.23 -0.62 -0.11  C2 1.448, C3 1.347, N7 1.402
7 N 0.29 -1.14 1.08  N6 1.402, H18 0.986, H19 1.049
8 H -1.64 -0.31 -2.12  C1 1.020
9 H -1.92 1.33 -1.87  C1 1.141
10 H -3.09 0.19 -1.27  C1 1.053
11 H 1.61 -0.68 -0.92  C2 1.087
12 H 0.30 -1.24 -2.12  C2 1.141
13 H 0.67 0.39 -1.74  C2 1.018
14 H -2.85 0.73 1.23  N4 1.056
15 H -1.34 -0.24 1.81  N4 1.012
16 H 2.49 0.92 2.11  N5 1.004
17 H 1.46 1.56 0.85  N5 1.090
18 H 1.09 -0.64 1.35  N7 0.986
19 H 0.44 -2.17 0.95  N7 1.049
20 H 3.16 0.99 0.68  N5 1.036

Calculated values
LUMO energy: -3.232 eV
2S+1: 1
energy relative to the best compared isomer or geometry (same formula, charge and spin): 243.8 kJ/mol
energy: -9275.018 eV
net charge: +1

In elementary charge units, the Löwdin charges are:
1. C 0.03
2. C -0.03
3. C -0.27
4. N 0.20
5. N 0.00
6. N -0.17
7. N 0.08
8. H 0.05
9. H 0.15
10. H 0.09
11. H 0.09
12. H 0.13
13. H 0.06
14. H 0.17
15. H 0.10
16. H 0.03
17. H 0.10
18. H 0.02
19. H 0.15
20. H 0.06



Record 5
Formula: C3H13N4
Source: the OMol25 dataset
Level of theory: ωB97M-V/def2-TZVPD

Bonds (Å) are listed after each position.
Positions of all 20 atoms, in Å:
1 C -2.60 -1.36 -0.86  N5 1.428, H8 1.195, H9 1.041, H10 1.139
2 C 3.22 -0.04 0.90  N6 1.517, H11 1.096, H12 1.077, H13 1.090
3 C 2.49 0.44 -1.29  N6 1.255, H14 1.032, H15 1.069
4 N -2.10 1.62 1.17  H16 1.013, H17 1.006, H20 1.040
5 N -1.45 -0.61 -0.46  C1 1.428, N7 1.244, H18 1.232
6 N 2.12 0.11 -0.13  C2 1.517, C3 1.255
7 N -0.39 -1.22 -0.23  N5 1.244, H19 1.057
8 H -2.62 -2.54 -1.03  C1 1.195
9 H -3.38 -1.30 -0.17  C1 1.041
10 H -2.96 -0.91 -1.84  C1 1.139
11 H 2.93 0.35 1.88  C2 1.096
12 H 3.18 -1.12 0.94  C2 1.077
13 H 4.21 0.32 0.63  C2 1.090
14 H 3.40 0.38 -1.75  C3 1.032
15 H 1.79 0.44 -2.10  C3 1.069
16 H -2.75 1.44 1.93  N4 1.013
17 H -2.60 2.17 0.50  N4 1.006
18 H -1.64 0.37 0.26  N5 1.232
19 H 0.42 -0.61 0.07  N7 1.057
20 H -1.27 2.07 1.59  N4 1.040

Calculated values
LUMO energy: -4.581 eV
2S+1: 1
energy relative to the best compared isomer or geometry (same formula, charge and spin): 486.3 kJ/mol
energy: -9272.504 eV
net charge: +1

In elementary charge units, the Löwdin charges are:
1. C -0.08
2. C -0.08
3. C -0.04
4. N 0.07
5. N -0.11
6. N -0.11
7. N 0.21
8. H 0.15
9. H 0.06
10. H 0.12
11. H 0.08
12. H 0.07
13. H 0.08
14. H 0.06
15. H 0.06
16. H 0.07
17. H 0.07
18. H 0.16
19. H 0.05
20. H 0.09



Record 6
Formula: C3H13N4
Source: the OMol25 dataset
Level of theory: ωB97M-V/def2-TZVPD

Bonds (Å) are listed after each position.
Positions of all 20 atoms, in Å:
1 C 2.70 0.74 -0.30  C2 1.547, H8 1.102, H9 1.067, H10 1.071
2 C 1.32 0.06 -0.15  C1 1.547, N4 1.496, H11 1.141, H12 1.152
3 C -1.45 -0.86 -0.15  N6 1.315, N7 1.332, H14 1.067
4 N 0.83 -0.38 1.19  C2 1.496, H13 0.970, H19 0.997
5 N -3.19 0.61 0.31  N6 1.473, H15 0.992, H16 1.116
6 N -2.19 -0.35 0.81  C3 1.315, N5 1.473, H17 1.105
7 N -1.76 -0.82 -1.45  C3 1.332, H18 1.009, H20 1.049
8 H 3.06 0.62 -1.33  C1 1.102
9 H 3.40 0.33 0.39  C1 1.067
10 H 2.65 1.80 -0.17  C1 1.071
11 H 0.50 0.72 -0.58  C2 1.141
12 H 1.30 -0.93 -0.75  C2 1.152
13 H 1.24 -1.21 1.47  N4 0.970
14 H -0.72 -1.58 0.15  C3 1.067
15 H -2.93 1.44 0.79  N5 0.992
16 H -4.26 0.42 0.57  N5 1.116
17 H -1.62 -0.21 1.75  N6 1.105
18 H -2.20 0.04 -1.73  N7 1.009
19 H 0.99 0.32 1.88  N4 0.997
20 H -1.18 -1.23 -2.22  N7 1.049

Calculated values
<S²>: 2.007
LUMO energy (spin up / spin down): -2.950 / -8.045 eV
2S+1: 3
energy relative to the best compared isomer or geometry (same formula, charge and spin): 198.1 kJ/mol
energy: -9269.520 eV
net charge: +1

In elementary charge units, the Löwdin charges are:
1. C -0.08
2. C -0.30
3. C -0.37
4. N 0.01
5. N 0.09
6. N 0.04
7. N 0.19
8. H 0.09
9. H 0.06
10. H 0.06
11. H 0.11
12. H 0.13
13. H 0.06
14. H 0.10
15. H 0.08
16. H 0.18
17. H 0.20
18. H 0.11
19. H 0.08
20. H 0.16